1.
{"formula": "C10H30O5", "method": "ωB97M-V/def2-TZVPD", "elements": ["O", "O", "O", "O", "O", "C", "C", "C", "C", "C", "C", "C", "C", "C", "C", "H", "H", "H", "H", "H", "H", "H", "H", "H", "H", "H", "H", "H", "H", "H", "H", "H", "H", "H", "H", "H", "H", "H", "H", "H", "H", "H", "H", "H", "H"], "coordinates": [[0.6469, -5.0435, -2.3418], [-0.9927, -0.3792, 0.4205], [-1.2514, 2.8690, -0.3564], [-3.0291, -2.2954, 0.5267], [3.4604, 5.5591, -1.1342], [0.2852, -0.8008, 0.6343], [3.1412, 4.0172, 0.6576], [0.6924, -4.6605, -0.9316], [-1.4482, 3.4107, 1.8878], [-3.5247, -2.9274, -0.7232], [1.3089, -5.6482, 0.0245], [-2.7818, -2.4175, -1.9238], [1.2782, 0.3291, 0.5881], [2.5845, 5.2595, -0.0087], [-0.7884, 3.7410, 0.5529], [1.6448, 5.0577, -0.5228], [0.8693, -5.5061, 1.0118], [-0.1176, -5.6071, -2.4813], [-3.1698, -3.9491, -0.5874], [-3.4215, -2.7551, -2.7393], [3.1508, 3.1462, 0.0024], [3.1242, 6.3632, -1.5368], [0.3585, -1.3992, 1.5424], [0.2908, 3.5953, 0.5996], [2.4204, 6.1616, 0.5808], [-4.6139, -2.8971, -0.7524], [-0.8723, 3.7571, 2.7459], [4.1558, 4.2009, 1.0112], [-3.3786, -2.6833, 1.3323], [-1.5672, 2.3304, 1.9712], [-1.0810, 1.9589, -0.1030], [2.3762, -5.4619, 0.1440], [0.3688, -1.5538, -0.1493], [2.2253, -0.2059, 0.6578], [1.0982, -6.6516, -0.3455], [-0.2633, -4.3317, -0.5232], [-1.6396, -1.0882, 0.3977], [1.2513, -3.7248, -0.9155], [-2.7563, -1.3455, -2.1194], [2.5461, 3.7786, 1.5391], [-1.0495, 4.7312, 0.1793], [1.2193, 0.9044, 1.5120], [-1.7247, -2.6799, -1.9638], [-2.4019, 3.9323, 1.9687], [1.3761, 0.9094, -0.3293]], "forces_ev_per_a": [[0.011, 0.511, 1.635], [0.772, 1.599, 0.024], [-1.477, -2.083, -3.286], [0.611, 1.097, -0.890], [0.101, 0.029, 0.782], [-0.025, 2.241, -0.389], [-0.125, 0.562, 0.679], [-0.040, 0.764, -0.982], [0.291, 1.126, 0.513], [1.353, -0.534, 1.802], [0.139, 0.026, -0.050], [-0.649, 1.044, -0.319], [0.933, -1.293, 0.422], [0.164, -0.183, -2.244], [0.734, 0.503, 2.007], [-0.485, -0.304, 0.561], [-0.098, -0.219, 0.042], [-0.055, -0.170, 0.022], [-0.625, -0.356, -0.300], [0.764, -0.487, -0.501], [-0.026, 0.204, -0.218], [0.091, 0.076, -0.148], [-0.150, -0.613, 0.481], [0.343, 0.655, 0.359], [0.378, -0.275, 0.579], [0.175, 0.303, -0.171], [0.180, -0.031, 0.026], [0.038, -0.013, -0.105], [-0.259, -0.239, -0.160], [-0.171, -0.039, 0.085], [-0.022, 0.189, 0.136], [0.035, -0.421, -0.254], [0.482, -1.051, -0.724], [0.349, 0.146, 0.105], [0.232, -0.094, 0.300], [-0.723, -0.382, -0.427], [-2.100, -1.977, 0.264], [0.457, 0.047, -0.238], [-0.487, 0.386, 0.617], [-0.087, -0.076, 0.094], [0.274, 0.103, 0.259], [-0.163, 0.380, -0.238], [-0.223, -0.803, -0.184], [-0.220, -0.440, -0.077], [-0.695, 0.092, 0.111]], "relative_energy_ev": 1.309, "total_charge": 1, "multiplicity": 2, "largest_force_ha_per_bohr": 0.0809}

2.
{"formula": "C10H31BeNO10S3", "method": "ωB97M-V/def2-TZVPD", "elements": ["S", "S", "S", "O", "O", "O", "O", "O", "O", "O", "O", "O", "O", "N", "C", "C", "C", "C", "C", "C", "C", "C", "C", "C", "Be", "H", "H", "H", "H", "H", "H", "H", "H", "H", "H", "H", "H", "H", "H", "H", "H", "H", "H", "H", "H", "H", "H", "H", "H", "H", "H", "H", "H", "H", "H", "H"], "coordinates": [[3.9474, -26.1658, -25.9880], [1.4951, -29.1817, -27.2230], [2.5013, -24.4008, -22.5222], [3.5044, -26.9955, -24.5887], [1.2361, -27.8778, -27.8360], [0.1466, -29.6822, -26.4375], [2.6933, -29.3532, -26.4360], [0.2312, -25.0181, -25.3717], [2.9833, -26.4762, -27.0511], [3.6638, -24.9075, -23.3019], [1.5976, -25.7023, -22.0980], [2.6642, -23.5442, -21.3345], [5.4205, -26.2726, -26.1835], [0.9429, -26.2554, -26.8698], [1.3192, -23.5758, -23.6795], [3.5395, -24.3924, -25.5382], [-0.3446, -28.9279, -25.2401], [0.5840, -26.4355, -20.0759], [-0.5260, -25.8191, -24.5034], [0.5197, -25.5160, -21.3144], [2.1411, -27.2071, -24.2738], [2.0584, -28.1968, -23.1328], [1.4836, -30.3419, -28.6537], [-1.4688, -28.1261, -25.8822], [-0.1443, -23.4391, -26.0160], [0.3446, -23.5012, -23.1972], [0.2863, -25.8630, -27.5293], [1.8487, -25.9597, -27.2048], [1.0264, -28.5098, -22.9742], [-0.7864, -29.6911, -24.5995], [0.8899, -27.2360, -27.1056], [0.5553, -26.0645, -25.9568], [-0.4206, -26.3458, -19.6623], [3.7728, -23.8165, -26.4338], [-2.1593, -28.7412, -26.4592], [1.6772, -22.5652, -23.8759], [-0.0852, -25.7738, -23.5075], [-0.2886, -25.8750, -21.9514], [2.4518, -27.7603, -22.2148], [2.5578, -29.1475, -23.3196], [1.6273, -27.5667, -25.1654], [0.5596, -30.9200, -28.6631], [0.8297, -27.4737, -20.2989], [1.6034, -29.6617, -29.4970], [-1.9795, -27.4455, -25.2010], [-0.9732, -27.4720, -26.5997], [-0.6574, -26.8662, -24.7763], [1.2520, -26.0833, -19.2899], [4.1570, -24.1497, -24.6734], [0.4780, -28.3348, -24.8406], [-1.5650, -25.4969, -24.4346], [2.3200, -31.0316, -28.5408], [0.3166, -24.4989, -20.9791], [1.3072, -24.0760, -24.6479], [2.4684, -24.2243, -25.4252], [1.6551, -26.2878, -23.9471]], "forces_ev_per_a": [[2.695, 1.329, 1.668], [0.624, -5.280, -0.447], [1.944, 0.767, 1.518], [1.633, 0.469, -2.652], [1.611, -8.651, -6.314], [2.006, 0.744, -0.321], [-1.608, 0.777, -0.466], [-4.725, 6.181, -0.329], [6.896, -1.312, 0.651], [-3.646, 0.753, 4.925], [4.321, 1.854, -2.040], [-0.433, -1.875, -2.867], [-4.741, -0.166, 0.723], [-5.663, 7.564, 0.096], [1.098, 1.214, 0.816], [1.067, -0.649, -2.527], [-1.208, -0.943, -1.856], [-0.511, 0.799, 0.009], [-1.756, 0.628, 2.663], [-2.642, -1.164, 2.845], [0.187, -0.157, -0.229], [0.148, -0.566, 0.111], [0.000, 0.467, 1.020], [-0.125, 0.370, -0.447], [0.636, -3.443, 1.603], [0.040, -0.177, 0.132], [-0.890, -0.003, -0.270], [0.240, 0.791, 0.530], [-0.196, 0.385, 0.296], [0.657, 0.045, 0.256], [-1.150, -0.029, 1.584], [1.472, -0.659, -0.924], [-0.054, -0.462, 0.224], [0.567, -0.206, -0.259], [0.012, -0.162, 0.414], [0.356, 0.276, 0.582], [-0.257, 0.065, -0.490], [-0.705, 0.214, 0.722], [-0.035, -0.214, -0.224], [0.367, 0.216, -0.328], [0.822, 0.181, 0.225], [-0.064, 0.342, -0.058], [-0.172, 0.116, -0.186], [-0.077, -0.337, -0.093], [-0.777, -0.938, -0.232], [-0.487, 0.009, -0.229], [1.309, 1.144, -0.104], [0.203, 0.160, -0.290], [-0.192, 0.559, -1.267], [-1.000, -0.955, 0.227], [-0.019, 0.311, 0.063], [0.073, 0.257, 0.089], [0.268, 0.169, -0.220], [0.353, 0.285, 2.172], [0.982, -0.760, 0.041], [0.545, -0.336, -0.538]], "relative_energy_ev": 5.085, "total_charge": 2, "multiplicity": 1, "largest_force_ha_per_bohr": 0.2106}

3.
{"formula": "C10H31LiNO6", "method": "ωB97M-V/def2-TZVPD", "elements": ["O", "O", "O", "O", "O", "O", "N", "C", "C", "C", "C", "C", "C", "C", "C", "C", "C", "Li", "H", "H", "H", "H", "H", "H", "H", "H", "H", "H", "H", "H", "H", "H", "H", "H", "H", "H", "H", "H", "H", "H", "H", "H", "H", "H", "H", "H", "H", "H", "H"], "coordinates": [[-1.1417, 3.7168, -3.7486], [0.3512, -1.3506, -0.1904], [1.7453, -0.2123, 1.2420], [1.8228, -2.3472, 2.3037], [-1.2160, -0.7061, 2.8345], [-0.6475, 0.8463, 0.2071], [0.2110, 0.4751, -2.1183], [0.7171, -0.8148, -2.6285], [1.2272, -1.5412, -1.3332], [-0.7171, -2.2813, -0.1022], [-0.6924, -0.6361, 4.1092], [-0.7112, 2.0302, 0.6947], [0.9337, -3.3290, 2.6316], [-0.2454, 1.3583, -3.1710], [2.5803, 0.0498, 2.3591], [-0.6394, 2.8225, -2.7269], [-2.5528, 3.7913, -4.0282], [0.0378, -1.2220, 1.1604], [3.4265, -0.7784, 2.3544], [1.2869, -2.6218, -1.3860], [-3.0040, 2.7638, -4.5170], [0.6103, 1.4558, -3.7506], [-0.7545, 0.7730, -0.7989], [-0.1127, -1.2509, -3.0301], [-0.4107, 0.3910, -1.4763], [-1.7970, 2.3783, 0.7059], [-2.7571, 4.6141, -4.7388], [0.2121, 3.2407, -2.2446], [0.7226, -4.1253, 1.8436], [2.2135, -0.0342, 3.5003], [2.0551, -1.3696, -1.1106], [2.0037, 0.2510, 0.3963], [-2.2168, -0.4396, 2.7666], [-1.2687, -2.0990, -0.9140], [-0.0287, 2.8327, 0.2831], [-3.0126, 3.8767, -3.0013], [2.5413, -2.4602, 2.8039], [3.0012, 1.0892, 1.9565], [-0.4113, 0.4475, 4.4414], [-0.0024, -3.0684, 3.1173], [1.4545, -0.6838, -3.4000], [1.4827, -3.9703, 3.2789], [-1.1493, 1.0162, -3.9417], [0.2153, -1.2093, 4.2517], [-1.4539, -0.7958, 4.7970], [-0.5821, -3.3197, -0.0866], [-1.4637, -2.2638, 0.7249], [-1.5138, 2.6561, -1.9854], [-0.3495, 2.0541, 1.6653]], "forces_ev_per_a": [[1.004, -0.759, -0.268], [1.590, -2.351, -7.119], [-0.769, 0.544, -0.124], [-4.150, 1.302, -3.465], [-2.483, 0.177, -2.396], [-0.245, -5.301, -2.576], [5.344, 1.658, -6.667], [0.497, 1.165, 3.515], [-13.119, -4.215, -4.092], [-1.032, -0.884, 0.114], [1.017, 3.564, 1.441], [-1.853, 6.377, 0.518], [-0.437, -3.832, -0.115], [-2.782, 0.925, -1.947], [3.390, 0.953, -0.538], [-3.280, -1.483, 0.210], [-0.452, -2.971, 0.773], [-0.426, 2.961, 8.660], [-1.121, 2.079, -0.065], [-0.265, -0.471, -0.960], [1.204, 2.370, 1.049], [1.371, 0.325, -1.682], [-1.827, 2.916, 6.485], [-1.980, -2.081, -1.382], [-2.665, -3.766, 0.549], [1.242, 0.398, 0.114], [0.315, -0.383, 0.742], [0.470, 0.782, 0.311], [0.044, 1.504, 0.078], [-0.155, 0.774, -3.106], [12.870, 4.023, 3.872], [-0.199, -0.266, 1.961], [3.090, -0.660, 0.550], [-2.653, 0.444, -3.183], [-0.785, -0.668, -0.582], [-0.248, 0.345, -1.267], [4.257, -0.501, 2.796], [-0.145, -1.930, 2.424], [-0.095, -1.397, -1.063], [-0.041, 0.582, -0.085], [0.534, 0.154, 0.014], [-0.147, -0.817, 1.320], [2.068, 0.191, 2.070], [-0.243, -0.470, -0.225], [-1.089, -1.268, 1.595], [1.767, -1.647, -0.307], [0.972, 1.466, 0.224], [1.310, 0.572, -0.569], [0.327, -0.429, 2.399]], "relative_energy_ev": 5.147, "total_charge": 1, "multiplicity": 1, "largest_force_ha_per_bohr": 0.2795}

4.
{"formula": "C10H31NOP2Zn", "method": "ωB97M-V/def2-TZVPD", "elements": ["Zn", "P", "P", "O", "N", "C", "C", "C", "C", "C", "C", "C", "C", "C", "C", "H", "H", "H", "H", "H", "H", "H", "H", "H", "H", "H", "H", "H", "H", "H", "H", "H", "H", "H", "H", "H", "H", "H", "H", "H", "H", "H", "H", "H", "H", "H"], "coordinates": [[-1.1853, -0.1281, -0.6840], [0.1255, 2.4652, -1.6409], [-0.1585, -2.2936, -1.5390], [-0.3629, -0.1657, 1.0018], [0.0964, -0.2920, 3.1443], [-0.4559, -2.9453, -3.2293], [1.7524, 3.1316, -1.2914], [-1.9236, 0.9523, 2.5032], [-0.0641, 0.0088, 4.5627], [-1.0112, 3.1770, -0.4210], [1.2511, -1.0599, 2.6947], [-0.4453, 2.9149, -3.2887], [-1.3541, -3.2692, -0.5435], [1.4029, -3.1261, -1.0827], [-0.7141, 0.1524, 2.2014], [0.3405, -2.5827, -3.8985], [-1.1302, -3.1300, 0.5218], [-2.0172, 2.7412, -0.5085], [3.7747, 0.4164, 0.1554], [-0.4337, 4.0142, -3.3961], [0.2094, 2.4600, -4.0469], [-1.2957, -4.3335, -0.7980], [-1.0794, 4.2622, -0.6060], [-1.0154, -0.3801, 4.9553], [1.3483, -4.2018, -1.3014], [1.7684, 4.2116, -1.4955], [1.7877, -1.3384, 3.6030], [1.9899, 2.9417, -0.2379], [-2.7857, 0.5303, 1.9639], [-1.4677, 2.5366, -3.4398], [-0.4621, -4.0473, -3.2319], [0.9427, -1.9657, 2.1451], [-0.6459, 3.0216, 0.6036], [2.2326, -2.6899, -1.6533], [-2.3668, -2.8947, -0.7402], [0.2851, 1.0243, -1.5733], [2.4952, 2.6181, -1.9113], [-1.4226, -2.5699, -3.5956], [-1.7557, 2.0052, 2.2147], [3.7410, -0.3102, 0.3325], [-2.1024, 0.0603, -1.8836], [-2.1342, 0.9209, 3.5795], [-0.0157, 1.0926, 4.7488], [0.7568, -0.4860, 5.0830], [1.9005, -0.4602, 2.0367], [1.6045, -2.9891, -0.0131]], "forces_ev_per_a": [[0.558, -0.145, 0.286], [1.188, -1.268, -1.350], [-0.158, -0.140, 0.243], [-0.206, -0.626, -1.993], [2.395, -1.783, 3.035], [0.030, 0.011, -0.096], [0.379, 0.656, 0.324], [0.672, -0.186, 0.257], [0.154, -0.308, -0.877], [-0.238, 0.044, 0.132], [-0.289, 0.212, 0.545], [-0.407, 0.706, -0.401], [-0.031, -0.126, -0.070], [0.246, -0.124, -0.065], [-2.176, 1.991, -0.334], [-0.306, -0.128, 0.177], [-0.063, 0.011, -0.233], [0.354, 0.028, -0.047], [0.002, -0.237, 0.044], [-0.176, -0.122, -0.216], [-0.270, 0.248, 0.473], [-0.069, 0.041, 0.084], [0.082, -0.273, -0.040], [0.171, 0.114, 0.031], [0.035, 0.208, 0.065], [0.204, -0.124, 0.174], [0.200, -0.164, -0.272], [0.023, 0.180, -0.137], [-0.249, 0.201, -0.198], [0.220, 0.121, 0.057], [0.009, 0.312, -0.027], [0.201, 0.246, 0.175], [0.004, -0.112, -0.385], [-0.142, -0.106, 0.154], [0.207, -0.150, 0.066], [-0.689, 0.196, 0.846], [-0.268, 0.220, 0.124], [0.317, -0.108, 0.100], [-0.615, -0.069, -0.020], [0.000, 0.243, -0.071], [-0.791, 0.191, -0.396], [-0.125, 0.180, -0.291], [-0.045, -0.059, 0.084], [-0.177, 0.158, 0.145], [-0.091, -0.201, 0.141], [-0.069, 0.040, -0.239]], "relative_energy_ev": 4.208, "multiplicity": 1, "largest_force_ha_per_bohr": 0.0828}